# 1
Molecular formula: C19H24ClN3OS2
Method: DFT, ωB97M-V/def2-TZVPD

Geometry as ORCA input:
```
! wB97M-V def2-TZVPD RIJCOSX def2/J DEFGRID3
* xyz 0 1
S 1.450 1.928 -0.111
C 0.671 0.707 -0.917
N 1.367 -0.264 -1.567
C 0.732 -1.323 -2.330
C 0.052 -2.456 -1.518
H -1.034 -2.335 -1.514
C 0.532 -2.581 -0.068
N -0.182 -1.667 0.813
C 0.652 -1.151 1.888
C -0.150 -0.143 2.709
O -1.304 -0.736 3.258
C -2.122 -1.245 2.235
C -1.376 -2.272 1.382
H -2.027 -2.619 0.576
H -1.115 -3.140 2.015
H -2.979 -1.710 2.726
H -2.471 -0.419 1.597
H 0.441 0.221 3.550
H -0.431 0.706 2.069
H 1.518 -0.649 1.455
H 1.002 -1.961 2.551
H 0.406 -3.624 0.263
H 1.596 -2.351 -0.020
H 0.259 -3.394 -2.035
H 0.006 -0.888 -3.028
H 1.525 -1.775 -2.927
C 2.810 -0.139 -1.723
C 3.571 -1.168 -0.959
C 4.051 -1.078 0.312
C 4.704 -2.255 0.743
C 4.717 -3.223 -0.206
S 3.932 -2.722 -1.651
H 5.142 -4.206 -0.157
H 5.147 -2.369 1.716
H 3.946 -0.194 0.915
H 3.053 -0.204 -2.789
H 3.088 0.853 -1.354
N -0.682 0.577 -0.963
C -1.707 1.424 -0.562
C -2.993 0.875 -0.534
C -4.087 1.636 -0.178
C -3.908 2.971 0.151
C -2.646 3.538 0.109
C -1.552 2.773 -0.249
H -0.577 3.228 -0.279
H -2.514 4.579 0.355
Cl -5.274 3.930 0.603
H -5.073 1.199 -0.156
H -3.136 -0.163 -0.802
H -1.005 -0.363 -1.140
*
```

Results
total energy	-2234.47153	Eh
orbital gap	8.5	eV
highest occupied orbital energy	-8.11	eV
E_LUMO	0.43	eV
SMILES	S=C(Nc1ccc(Cl)cc1)N(CCCN1CCOCC1)Cc1cccs1
ΔE to the lowest compared entry with this formula, charge and spin	0.000	eV

Mulliken atomic charge list, values in e, 6 entries: -0.405, 0.234, 0.275, -1.201, -0.749, 0.248

---

# 2
Molecular formula: C19H24ClN5O2S
Method: DFT, ωB97M-V/def2-TZVPD

Geometry as ORCA input:
```
! wB97M-V def2-TZVPD RIJCOSX def2/J DEFGRID3
* xyz 0 1
C -1.307 -4.705 -0.712
H -0.659 -5.558 -0.527
H -1.422 -4.584 -1.787
H -2.283 -4.909 -0.278
C -0.702 -3.446 -0.090
C -1.558 -2.266 -0.383
N -1.165 -1.217 -1.005
N -2.088 -0.270 -1.148
C -3.226 -0.576 -0.624
N -4.364 0.165 -0.634
C -4.581 1.483 -0.991
O -5.710 1.906 -0.969
C -3.378 2.322 -1.338
C -2.837 2.942 -0.037
H -3.681 3.323 0.542
C -2.133 1.918 0.839
O -2.752 1.285 1.679
N -0.800 1.761 0.686
C 0.012 2.263 -0.400
H -0.349 3.236 -0.733
H -0.034 1.568 -1.248
C 1.463 2.411 0.060
N 2.010 1.127 0.431
C 3.307 0.783 0.147
C 4.291 1.767 -0.022
C 5.602 1.430 -0.287
C 5.967 0.098 -0.380
C 5.018 -0.895 -0.210
C 3.705 -0.557 0.046
H 2.981 -1.349 0.150
H 5.304 -1.933 -0.287
Cl 7.615 -0.327 -0.708
H 6.345 2.203 -0.412
H 4.037 2.811 0.076
C 1.042 0.143 0.860
H 0.649 -0.440 0.015
C -0.111 0.837 1.573
H 0.267 1.385 2.445
H -0.841 0.105 1.928
H 1.522 -0.539 1.568
H 2.043 2.831 -0.765
H 1.503 3.115 0.905
H -2.182 3.780 -0.273
H -3.719 3.122 -1.996
H -2.614 1.724 -1.831
H -5.190 -0.290 -0.262
S -3.238 -2.170 0.127
C -0.537 -3.609 1.422
H -1.502 -3.802 1.887
H 0.124 -4.444 1.635
H -0.114 -2.708 1.862
H 0.274 -3.249 -0.545
*
```

Results
total energy	-2021.08260	Eh
orbital gap	8.1	eV
highest occupied orbital energy	-7.64	eV
E_LUMO	0.42	eV
SMILES	CC(C)c1nnc(NC(=O)CCC(=O)N2CCN(c3ccc(Cl)cc3)CC2)s1
ΔE to the lowest compared entry with this formula, charge and spin	0.296	eV

Mulliken atomic charge list, values in e, 6 entries: -1.619, 0.446, 0.378, 0.354, 0.720, 0.369

---

# 3
Molecular formula: C19H24F3N3O3S2
Method: DFT, ωB97M-V/def2-TZVPD

Geometry as ORCA input:
```
! wB97M-V def2-TZVPD RIJCOSX def2/J DEFGRID3
* xyz 0 1
C 0.985 3.235 0.452
N 1.906 3.276 1.326
S -1.639 0.128 2.960
C -1.766 1.909 3.216
F -2.473 2.134 4.350
F -0.549 2.515 3.352
F -2.415 2.504 2.164
S 2.924 1.999 1.703
C 3.495 1.690 0.053
C 3.182 0.493 -0.595
C 3.323 0.427 -1.981
C 3.828 1.521 -2.691
C 4.238 2.673 -2.008
C 4.107 2.744 -0.626
O 3.970 2.518 2.536
O 2.189 0.824 2.100
H -0.046 3.525 0.709
H 1.099 3.003 -0.618
H 0.055 0.824 1.513
H 2.775 -0.345 -0.032
H 3.033 -0.486 -2.505
H 3.932 1.467 -3.778
H 4.661 3.521 -2.549
H 4.438 3.618 -0.069
C -0.499 -4.517 0.799
C -0.877 -3.459 1.813
N -1.319 -2.178 1.235
C -2.729 -2.067 0.782
C -3.719 -2.273 1.910
C -0.374 -1.206 1.074
C -0.853 0.217 1.448
N -1.107 0.140 -1.413
C -0.167 -0.382 -2.202
C -0.236 -0.285 -3.601
C -1.341 0.350 -4.180
C -2.314 0.889 -3.338
C -2.153 0.763 -1.953
O 0.784 -1.411 0.719
H -0.149 -5.402 1.337
H -1.355 -4.795 0.178
H 0.316 -4.158 0.165
H -1.691 -3.804 2.463
H -0.001 -3.217 2.432
H -2.850 -1.080 0.317
H -2.877 -2.830 -0.004
H -4.724 -2.275 1.474
H -3.549 -3.228 2.421
H -3.653 -1.454 2.638
H -1.502 0.561 0.637
H 0.660 -0.897 -1.714
H 0.567 -0.717 -4.186
H -1.441 0.419 -5.263
H -3.200 1.404 -3.709
H -2.897 1.175 -1.264
*
```

Results
total energy	-2224.27720	Eh
orbital gap	8.7	eV
highest occupied orbital energy	-9.11	eV
E_LUMO	-0.43	eV
SMILES	CCN(CC)C(=O)CSC(F)(F)F.C=NS(=O)(=O)c1ccccc1.c1ccncc1
ΔE to the lowest compared entry with this formula, charge and spin	0.268	eV

Mulliken atomic charge list, values in e, 6 entries: -0.200, -0.366, -0.305, 0.762, -0.244, -0.208

---

# 4
Molecular formula: C19H24F3Si
Method: DFT, ωB97M-V/def2-TZVPD

Geometry as ORCA input:
```
! wB97M-V def2-TZVPD RIJCOSX def2/J DEFGRID3
* xyz 1 1
C -5.818 4.837 10.509
C -5.647 3.707 9.514
C -4.300 3.758 8.832
C -4.125 2.630 7.824
C -2.720 2.848 7.248
C -2.175 1.904 6.148
Si -0.580 2.847 5.946
H -0.320 -1.511 3.509
H -6.798 4.773 10.979
H -5.057 4.789 11.291
H -5.735 5.807 10.017
H -5.746 2.738 10.013
H -6.427 3.749 8.747
H -4.187 4.730 8.333
H -3.510 3.706 9.593
H -4.219 1.657 8.328
H -4.905 2.687 7.051
H -2.716 3.886 6.854
H -2.034 2.802 8.118
H -2.016 0.878 6.507
H -2.788 1.896 5.239
H -0.579 3.265 4.495
H 0.428 1.878 6.524
F 3.042 2.035 0.614
C 2.754 0.943 1.406
C 3.814 0.251 1.993
C 3.482 -0.837 2.811
F 4.497 -1.556 3.409
C 2.172 -1.239 3.005
C 1.131 -0.562 2.340
C -0.214 -1.249 2.466
C -1.551 -0.704 1.978
C -2.627 -1.588 2.179
C -3.854 -1.383 1.559
C -4.050 -0.254 0.750
C -3.004 0.653 0.634
F -3.178 1.774 -0.144
C -1.779 0.492 1.283
C 1.421 0.558 1.548
H 4.842 0.508 1.790
H 1.950 -2.121 3.617
H -0.088 -2.217 1.940
H -2.479 -2.488 2.785
H -4.675 -2.094 1.704
H -4.974 -0.088 0.213
H -1.035 1.281 1.204
H 0.655 1.088 0.997
*
```

Results
total energy	-1327.09020	Eh
orbital gap	3.7	eV
highest occupied orbital energy	-11.38	eV
E_LUMO	-7.72	eV

Mulliken atomic charge list, values in e, 6 entries: -1.297, -0.418, -0.737, -0.633, -1.074, -0.355

---

# 5
Molecular formula: C19H24F5N2O2S
Method: DFT, ωB97M-V/def2-TZVPD

Geometry as ORCA input:
```
! wB97M-V def2-TZVPD RIJCOSX def2/J DEFGRID3
* xyz 1 1
C 1.099 1.436 1.957
C 1.268 0.709 1.030
C 1.431 -0.066 -0.178
N 2.456 -1.078 -0.067
C 3.706 -0.636 0.547
C 4.921 -1.326 -0.076
C 6.202 -0.641 0.436
C 1.888 0.894 -1.376
N 0.752 0.948 -2.398
C -0.517 0.552 -1.651
C -0.997 1.861 -1.019
C -2.300 1.816 -0.256
C -3.452 2.183 -0.933
C -4.682 2.205 -0.317
C -4.789 1.857 1.028
C -6.139 1.929 1.681
C -3.642 1.483 1.694
C -2.411 1.465 1.073
C 0.093 -0.572 -0.783
S -1.072 -1.511 0.228
O -0.969 -1.282 1.632
O -2.366 -1.217 -0.317
C -0.828 -3.324 -0.185
F -1.993 -3.870 0.158
F -0.690 -3.468 -1.507
C 0.316 -4.046 0.613
F -0.186 -4.844 1.540
F 1.038 -4.770 -0.252
F 1.124 -3.153 1.190
H 0.688 2.102 2.675
H 2.609 -1.572 -0.934
H 3.695 -0.900 1.604
H 3.880 0.440 0.478
H 4.870 -1.144 -1.152
H 4.935 -2.384 0.160
H 5.992 0.356 0.818
H 6.950 -0.532 -0.342
H 6.608 -1.192 1.278
H 2.091 1.925 -1.113
H 2.694 0.450 -1.942
H 0.677 1.817 -2.922
H 0.861 0.190 -3.073
H -1.205 0.086 -2.349
H -0.233 2.322 -0.394
H -1.163 2.545 -1.854
H -3.394 2.477 -1.975
H -5.571 2.516 -0.845
H -6.303 2.962 1.985
H -6.919 1.643 0.984
H -6.218 1.300 2.563
H -3.689 1.201 2.737
H -1.536 1.187 1.641
H 0.419 -1.326 -1.516
*
```

Results
total energy	-1895.53588	Eh
orbital gap	7.6	eV
highest occupied orbital energy	-11.44	eV
E_LUMO	-3.84	eV
SMILES	C#C[C@]1(NCCC)C[NH2+][C@H](Cc2ccc(C)cc2)[C@@H]1S(=O)(=O)C(F)(F)C(F)(F)F

Mulliken atomic charge list, values in e, 6 entries: 0.065, -2.040, 1.972, 0.014, -0.940, -0.228

---

# 6
Molecular formula: C19H24N2O5S
Method: DFT, ωB97M-V/def2-TZVPD

Geometry as ORCA input:
```
! wB97M-V def2-TZVPD RIJCOSX def2/J DEFGRID3
* xyz 0 1
C 0.247 3.013 -1.106
C 0.328 1.605 -0.648
C 1.423 0.927 -0.188
C 2.817 1.385 -0.021
O 3.178 2.513 -0.299
N 3.637 0.438 0.492
H 3.266 -0.488 0.636
C 5.054 0.638 0.645
H 5.369 0.313 1.642
H 5.246 1.707 0.540
C 5.863 -0.122 -0.424
H 5.551 0.240 -1.412
C 5.707 -1.652 -0.308
H 5.053 -2.056 -1.078
H 5.301 -1.913 0.671
C 7.144 -2.160 -0.427
H 7.314 -3.091 0.108
C 7.921 -0.986 0.164
H 8.954 -0.921 -0.181
O 7.245 0.169 -0.288
H 7.914 -1.031 1.263
H 7.415 -2.294 -1.475
O 1.115 -0.373 0.145
C -0.199 -0.534 -0.103
C -0.956 -1.684 0.081
C -2.294 -1.611 -0.245
C -2.845 -0.430 -0.738
C -2.108 0.714 -0.925
C -0.753 0.665 -0.601
H -2.577 1.601 -1.320
S -4.598 -0.427 -1.092
O -4.955 -1.666 -1.718
O -4.926 0.799 -1.769
N -5.191 -0.456 0.482
C -6.438 -1.180 0.676
H -6.371 -1.739 1.615
H -6.574 -1.874 -0.151
C -7.505 -0.091 0.764
H -7.735 0.276 -0.237
H -8.420 -0.434 1.242
C -6.778 0.986 1.568
H -7.178 1.982 1.397
H -6.841 0.761 2.634
C -5.322 0.865 1.089
H -4.607 0.958 1.912
H -5.089 1.616 0.331
H -2.945 -2.464 -0.140
H -0.509 -2.589 0.459
H 1.226 3.477 -1.046
H -0.113 3.049 -2.133
H -0.457 3.566 -0.486
*
```

Results
total energy	-1622.31282	Eh
orbital gap	9.0	eV
highest occupied orbital energy	-8.86	eV
E_LUMO	0.19	eV
SMILES	Cc1c(C(=O)NC[C@@H]2CCCO2)oc2ccc(S(=O)(=O)N3CCCC3)cc12
ΔE to the lowest compared entry with this formula, charge and spin	2.362	eV

Mulliken atomic charge list, values in e, 6 entries: -1.565, -0.045, 1.218, 0.199, -0.693, -0.078

---

# 7
Molecular formula: C19H24N2O6
Method: DFT, ωB97M-V/def2-TZVPD

Geometry as ORCA input:
```
! wB97M-V def2-TZVPD RIJCOSX def2/J DEFGRID3
* xyz 0 1
C 1.727 3.804 3.565
C 1.184 3.752 2.147
H 1.728 3.028 1.531
H 1.241 4.736 1.672
O -0.194 3.372 2.188
C -0.625 2.440 1.345
O 0.074 1.894 0.523
C -2.094 2.156 1.555
H -2.434 2.673 2.451
C -2.352 0.642 1.665
N -1.964 -0.054 0.464
C -2.915 -0.350 -0.482
O -4.102 -0.381 -0.212
N -2.453 -0.629 -1.746
C -1.062 -0.757 -2.102
H -0.438 -0.042 -1.564
H -0.975 -0.527 -3.170
C -0.595 -2.209 -1.873
C 0.889 -2.301 -2.162
O 1.317 -2.856 -3.151
C 1.794 -1.600 -1.214
C 3.053 -1.245 -1.695
C 3.982 -0.566 -0.919
C 3.610 -0.263 0.369
C 2.354 -0.623 0.869
C 1.430 -1.286 0.106
H 0.483 -1.565 0.535
O 2.256 -0.218 2.174
C 3.495 0.378 2.489
O 4.321 0.374 1.344
H 3.336 1.415 2.822
H 3.984 -0.191 3.297
H 4.951 -0.290 -1.300
H 3.296 -1.513 -2.712
C -1.432 -3.116 -2.778
C -2.919 -2.912 -2.491
H -3.519 -3.497 -3.189
H -3.146 -3.253 -1.479
C -3.304 -1.434 -2.603
H -4.336 -1.279 -2.284
H -3.188 -1.085 -3.633
H -1.155 -4.159 -2.616
H -1.212 -2.876 -3.820
H -0.785 -2.471 -0.829
H -1.035 0.199 0.157
H -1.788 0.231 2.509
H -3.418 0.460 1.818
H -2.643 2.539 0.691
H 1.641 2.829 4.040
H 1.163 4.524 4.152
H 2.771 4.103 3.547
*
```

Results
total energy	-1299.40711	Eh
orbital gap	8.9	eV
highest occupied orbital energy	-8.44	eV
E_LUMO	0.50	eV
SMILES	CCOC(=O)CCNC(=O)N1CCC[C@@H](C(=O)c2ccc3c(c2)OCO3)C1
ΔE to the lowest compared entry with this formula, charge and spin	1.270	eV

Mulliken atomic charge list, values in e, 6 entries: -1.315, -0.008, 0.190, 0.262, -0.343, 0.709

---

# 8
Molecular formula: C19H24N3O6P2Ti
Method: DFT, ωB97M-V/def2-TZVPD

Geometry as ORCA input:
```
! wB97M-V def2-TZVPD RIJCOSX def2/J DEFGRID3
* xyz 0 2
Ti -0.192 -0.677 0.942
O -1.951 4.774 5.145
C -1.892 4.356 3.982
O -2.105 4.915 2.884
C -1.320 2.981 3.742
C 0.043 2.787 3.548
C 0.485 1.641 2.927
N -0.351 0.680 2.517
C -1.665 0.806 2.822
C -2.169 1.907 3.455
C -2.553 -0.324 2.315
O -3.748 -0.279 2.361
O -1.833 -1.318 1.735
H 0.751 3.554 3.832
H 1.534 1.490 2.704
H -3.231 1.965 3.651
O 1.266 -1.758 1.513
N 2.405 -1.665 0.956
N 2.389 -0.767 0.065
O 1.305 -0.049 -0.150
C 3.542 -0.556 -0.803
C 4.754 -1.143 -0.494
C 5.816 -0.941 -1.361
C 5.658 -0.166 -2.503
C 4.432 0.418 -2.779
C 3.353 0.225 -1.924
H 4.872 -1.741 0.399
H 6.774 -1.392 -1.136
H 6.493 -0.014 -3.173
H 4.303 1.031 -3.661
H 2.393 0.677 -2.119
C -0.907 1.436 -2.164
P -1.696 0.808 -0.661
C -2.772 2.150 -0.091
C -2.903 -0.418 -1.290
C -2.238 -1.655 -1.914
P -0.901 -2.394 -0.881
C -1.634 -3.907 -0.212
C 0.284 -2.991 -2.115
H -1.656 1.861 -2.836
H -0.371 0.637 -2.678
H -0.182 2.211 -1.913
H -3.388 2.509 -0.918
H -2.197 2.982 0.320
H -3.424 1.781 0.701
H -3.558 0.068 -2.017
H -3.521 -0.703 -0.434
H -1.783 -1.391 -2.872
H -2.984 -2.424 -2.123
H -2.015 -4.548 -1.010
H -2.444 -3.635 0.464
H -0.888 -4.455 0.364
H -0.200 -3.645 -2.843
H 1.088 -3.547 -1.629
H 0.735 -2.147 -2.640
*
```

Results
total energy	-2886.34483	Eh
orbital gap (spin up / spin down)	6.9 / 6.6	eV
highest occupied orbital energy (spin up / spin down)	-7.61 / -7.64	eV
E_LUMO (spin up / spin down)	-0.75 / -1.09	eV
ΔE to the lowest compared entry with this formula, charge and spin	0.417	eV

Mulliken atomic charge list, values in e, 6 entries: -0.108, -0.679, 0.050, -0.656, 0.714, -0.588

---

# 9
Molecular formula: C19H24N4O3S
Method: DFT, ωB97M-V/def2-TZVPD

Geometry as ORCA input:
```
! wB97M-V def2-TZVPD RIJCOSX def2/J DEFGRID3
* xyz 0 1
C 3.816 -2.299 -1.650
H 4.144 -3.077 -0.953
O 2.420 -2.128 -1.614
C 1.621 -3.166 -1.978
C 2.085 -4.412 -2.382
C 1.191 -5.403 -2.754
C -0.168 -5.164 -2.735
C -0.633 -3.923 -2.328
C 0.239 -2.920 -1.945
C -0.259 -1.582 -1.474
N -0.071 -1.452 -0.034
C -0.926 -2.309 0.751
C -2.212 -1.584 1.174
N -1.805 -0.478 2.007
C -0.656 0.183 1.776
O -0.196 0.972 2.583
C -0.050 -0.058 0.398
C 1.393 0.478 0.321
C 1.376 1.950 -0.061
O 1.438 2.329 -1.215
N 1.278 2.780 0.998
H 1.005 2.360 1.882
C 0.984 4.187 0.831
C -0.486 4.439 0.982
C -1.455 3.910 0.187
S -3.016 4.366 0.747
C -2.230 5.262 2.043
N -0.952 5.191 2.015
C -3.021 6.013 3.044
H -3.608 6.791 2.557
H -3.708 5.347 3.564
H -2.345 6.469 3.762
H -1.336 3.299 -0.684
H 1.320 4.467 -0.172
H 1.522 4.768 1.583
H 1.918 -0.087 -0.448
H 1.889 0.333 1.280
H -0.686 0.547 -0.276
H -2.237 -0.340 2.909
H -2.742 -1.218 0.286
H -2.879 -2.241 1.733
H -0.385 -2.601 1.660
H -1.148 -3.210 0.179
H 0.332 -0.799 -1.953
H -1.315 -1.453 -1.766
H -1.697 -3.728 -2.318
H -0.864 -5.934 -3.032
H 1.569 -6.366 -3.065
H 3.142 -4.623 -2.412
H 4.167 -2.542 -2.658
H 4.237 -1.343 -1.345
*
```

Results
total energy	-1581.37856	Eh
orbital gap	9.0	eV
highest occupied orbital energy	-8.51	eV
E_LUMO	0.53	eV
SMILES	COc1ccccc1CN1CCNC(=O)[C@H]1CC(=O)NCc1csc(C)n1
ΔE to the lowest compared entry with this formula, charge and spin	1.258	eV

Mulliken atomic charge list, values in e, 6 entries: -1.040, 0.400, -0.225, 0.257, -0.609, -0.665